--- A ---
C2H3N3 in the gas phase, computed with ωB97M-V/def2-TZVPD.

Properties
SMILES: c1c[nH]nn1
Total charge: 0
HOMO (eV): -9.6
LUMO (eV): 0.76
Orbital gap (eV): 10.4

XYZ file:
```
8
Properties=species:S:1:pos:R:3:nbo_charge:R:1
C 0.61667 0.80786 -0.06904 -0.1293
C -0.74716 0.40668 -0.07623 -0.1289
N -0.49596 -0.86403 -0.05661 -0.3170
N 0.71681 -1.22300 -0.13164 -0.0799
N 1.44090 -0.24575 -0.00914 -0.2452
H 1.17601 1.83836 0.12175 0.2201
H -1.61892 1.03098 -0.13689 0.2499
H -1.08836 -1.75111 0.35780 0.4303
```

---

--- B ---
2 unconnected molecules or ions with the total composition C2H3N3, computed with ωB97M-V/def2-TZVPD.

Properties
Total charge: 0
HOMO (eV): -10.0
LUMO (eV): 0.77
Orbital gap (eV): 10.8

XYZ file:
```
8
Properties=species:S:1:pos:R:3:nbo_charge:R:1
N -1.43894 -0.21667 0.24767 -0.5358
C 0.57530 1.18806 0.04872 -0.2202
C 1.46303 0.37583 -0.10692 -0.2895
N 0.23329 -1.75105 -0.11591 -0.0280
N -0.77275 -1.23592 0.01261 0.2184
H -2.41066 -0.28799 -0.03263 0.3726
H -0.05123 2.03764 0.19505 0.2380
H 2.40196 -0.10991 -0.24860 0.2444
```

---

--- C ---
C2H3N3 in the gas phase, computed with ωB97M-V/def2-TZVPD.

Properties
SMILES: c1nc[nH]n1
Total charge: 0
HOMO (eV): -9.1
LUMO (eV): 0.71
Orbital gap (eV): 9.8

XYZ file:
```
8
Properties=species:S:1:pos:R:3:nbo_charge:R:1
C 1.20373 -0.00382 0.18214 0.0690
N 0.59416 -1.21837 -0.00343 -0.4104
C -0.63340 -1.07090 -0.24096 0.1384
N -0.80130 0.69650 -0.06894 -0.4574
N 0.41324 1.04519 0.21242 -0.2022
H 2.26746 0.09073 0.31835 0.2022
H -1.59192 -0.99564 0.19179 0.2601
H -1.45210 1.47344 0.16318 0.4004
```

---

--- D ---
C2H3N3 in the gas phase, computed with ωB97M-V/def2-TZVPD.

Properties
SMILES: [H]/N=N/C=C=N
Total charge: 0
HOMO (eV): -9.2
LUMO (eV): 0.46
Orbital gap (eV): 9.7

XYZ file:
```
8
Properties=species:S:1:pos:R:3:nbo_charge:R:1
H 2.25688 0.14118 -0.09557 0.3388
N 1.25257 -0.00427 -0.16772 -0.4027
N 0.64485 0.97409 0.30374 -0.1011
C -0.76594 0.82903 0.39840 -0.3186
C -1.11095 -0.42170 0.09331 0.3722
N -0.54760 -1.48467 -0.12247 -0.5202
H -1.36989 1.67120 0.68777 0.2318
H -0.35991 -1.70488 -1.09747 0.3998
```

---

Energetically preferred structure: A | next structure: +13.3 kcal/mol